[1]
# C5H8O2

The molecule C5H8O2 (the ωB97M-V functional and the def2-TZVPD basis, the Open Molecules 2025 dataset).

Values from the calculation:
HOMO-LUMO gap in eV: 9.96
Spin multiplicity: 1
HOMO in eV: -9.32
Charge: 0
SMILES string: CCO[C@H]1CC1=O

Positions of all 15 atoms, in Å:
C: -1.762 -0.254 -0.415
C: -0.944 1.009 -0.182
O: -0.130 0.908 0.987
C: 1.155 0.438 0.761
C: 1.447 -1.090 0.594
C: 1.529 -0.155 -0.538
O: 1.634 0.001 -1.725
H: -1.137 -1.125 -0.653
H: -2.346 -0.485 0.483
H: -2.449 -0.104 -1.254
H: -1.596 1.872 -0.025
H: 1.905 0.989 1.329
H: 2.387 -1.439 1.013
H: 0.611 -1.787 0.664
H: -0.302 1.222 -1.039

---

[2]
# C24H38N6S

The molecule C24H38N6S (the ωB97M-V functional and the def2-TZVPD basis, the Open Molecules 2025 dataset).

Values from the calculation:
HOMO-LUMO gap in eV: 7.77
Spin multiplicity: 1
HOMO in eV: -7.41
Charge: 0
SMILES string: CCCCN(C)CCNC(=S)Nc1ccc2nc(N3CCN(CC)CC3)cc(C)c2c1

Positions of all 69 atoms, in Å:
C: 0.575 -5.062 -1.507
C: 0.071 -3.627 -1.614
C: -0.593 -3.128 -0.330
C: -1.907 -3.852 -0.018
N: -2.636 -3.189 1.064
C: -3.985 -2.820 0.680
H: -4.424 -2.203 1.465
H: -3.957 -2.237 -0.239
H: -4.638 -3.692 0.522
C: -2.651 -3.953 2.302
C: -1.262 -4.079 2.931
N: -0.698 -2.788 3.220
C: -0.626 -2.264 4.455
N: -0.232 -0.969 4.589
C: 0.011 -0.005 3.601
C: -0.817 0.159 2.510
C: -0.540 1.140 1.545
C: 0.596 1.977 1.704
N: 0.941 2.924 0.818
C: 0.193 3.119 -0.253
N: 0.555 4.144 -1.077
C: 0.174 4.241 -2.465
H: 0.085 5.303 -2.714
C: 1.262 3.617 -3.350
N: 2.503 4.324 -3.119
C: 3.547 4.060 -4.087
C: 4.087 2.626 -4.137
H: 3.299 1.923 -4.396
H: 4.868 2.558 -4.890
H: 4.511 2.340 -3.177
H: 4.370 4.746 -3.865
H: 3.147 4.326 -5.071
C: 2.908 4.198 -1.731
C: 1.820 4.810 -0.844
H: 1.698 5.867 -1.096
H: 2.077 4.698 0.208
H: 3.050 3.147 -1.427
H: 3.847 4.736 -1.590
H: 1.335 2.541 -3.105
H: 0.987 3.719 -4.402
H: -0.783 3.758 -2.651
C: -0.985 2.351 -0.479
C: -1.356 1.374 0.399
C: -2.603 0.577 0.178
H: -3.063 0.838 -0.772
H: -3.319 0.774 0.975
H: -2.384 -0.489 0.184
H: -1.607 2.546 -1.338
C: 1.404 1.813 2.850
C: 1.117 0.851 3.773
H: 1.738 0.727 4.649
H: 2.251 2.470 2.969
H: -1.706 -0.444 2.409
H: 0.036 -0.723 5.533
S: -0.903 -3.143 5.832
H: -0.565 -2.176 2.428
H: -0.584 -4.622 2.268
H: -1.343 -4.622 3.876
H: -3.066 -4.966 2.157
H: -3.296 -3.424 3.010
H: -2.520 -3.853 -0.925
H: -1.708 -4.899 0.238
H: -0.805 -2.061 -0.434
H: 0.107 -3.246 0.499
H: 0.915 -2.973 -1.843
H: -0.639 -3.552 -2.441
H: 1.254 -5.165 -0.664
H: -0.249 -5.758 -1.374
H: 1.109 -5.341 -2.412